{
  "formula": "C4H4Br2",
  "method": "the ωB97M-V functional and the def2-TZVPD basis",
  "e_above_lowest_kcal_mol": 94.6,
  "gap_ev": [8.52, 8.52],
  "total_charge": 0,
  "spin_multiplicity": 1,
  "symbols": ["H", "C", "H", "H", "Br", "H", "C", "C", "C", "Br"],
  "positions_angstrom": [[-1.63799, 0.06101, 1.76476], [0.40521, -0.19195, -0.82577], [0.41298, 1.58954, -1.54927], [1.23003, -1.12056, 1.17489], [1.14503, -1.53984, -1.85480], [-1.93387, 0.00730, -1.05911], [-1.08815, -0.12268, -0.45674], [0.66573, -0.16522, 0.70861], [-0.86864, -0.04762, 0.85372], [1.66967, 1.53001, 1.24371]],
  "forces_ev_per_a": [[2.2, -0.1, -2.1], [-2.3, 3.7, 0.1], [0.5, -3.4, 1.2], [-1.2, 2.5, -1.1], [0.3, -0.2, -0.5], [-1.1, -0.2, -0.8], [2.2, -0.2, 0.3], [0.9, -0.6, 1.1], [-0.9, -0.1, 2.0], [-0.6, -1.3, -0.1]],
  "lowdin_charge": [0.155, -0.863, 0.226, 0.135, 0.731, 0.084, -0.170, -0.682, -0.141, 0.525]
}